Computed, not measured: a structure of composition C17H28AgBN3NbO3 in a non-equilibrium geometry, with the ωB97M-V functional and the def2-TZVPD basis.

Results
Frontier orbital gap (alpha / beta): 4.5 / 4.5 eV
LUMO level (alpha / beta): -0.333 / -0.333 hartree
ΔE to the lowest compared entry with this formula, charge and spin: 0.0 kcal/mol
Highest occupied orbital energy (alpha / beta): -13.5845 / -13.5837 eV
Charge: +2

```
54
Properties=species:S:1:pos:R:3:forces:R:3
N 1.994102 -0.402853 0.413130 -3.6 1.1 -1.6
C 3.091899 -0.821098 0.660729 4.6 -1.6 0.8
O 4.188359 -1.208082 0.869366 -3.0 1.0 -0.4
Ag 1.161515 0.674499 -2.650917 0.5 0.2 -0.8
Nb 0.080316 -0.070514 -0.166897 1.5 -1.2 0.2
N -0.657897 -1.598778 -1.219640 1.1 2.3 0.7
N -0.221118 1.707726 -1.080534 -0.2 -1.5 1.1
C -0.441007 -3.011807 -0.875610 0.0 -1.0 0.1
C 0.373650 3.053788 -1.082799 0.6 0.5 -0.4
C 0.748297 -3.545465 -1.674744 0.2 -0.1 -0.2
C -1.704685 -3.804694 -1.212727 -0.2 0.0 -0.1
C -0.140518 -3.156715 0.604516 -0.1 0.1 0.2
C 0.056877 3.682918 -2.447141 0.0 0.3 0.2
C -0.189242 3.891795 0.054852 0.0 0.3 0.1
C 1.885618 2.917593 -0.895235 0.0 0.2 0.1
H 0.583209 -3.453117 -2.752221 0.1 -0.2 0.1
H 0.890652 -4.609603 -1.443455 0.0 0.3 -0.1
H 1.669116 -3.003061 -1.422799 -0.1 -0.1 0.0
H -2.576567 -3.340490 -0.736682 0.1 -0.2 0.0
H -1.604571 -4.833525 -0.843254 0.0 0.3 -0.1
H -1.877169 -3.846143 -2.293807 0.0 -0.1 0.2
H 0.777692 -2.637579 0.893498 0.0 -0.1 0.1
H -0.003398 -4.220670 0.833664 0.1 0.3 0.0
H -0.963919 -2.792148 1.222069 0.0 0.0 0.0
H 0.366330 3.022229 -3.273960 0.0 0.1 0.0
H 0.595428 4.632346 -2.561868 -0.2 -0.2 0.0
H -1.017454 3.881326 -2.544528 0.3 0.0 -0.1
H -1.244182 4.130091 -0.106305 0.2 0.0 0.2
H 0.353050 4.844910 0.081953 -0.2 -0.2 0.1
H -0.060793 3.382557 1.017378 -0.1 0.1 -0.1
H 2.131953 2.396542 0.039254 0.0 0.2 -0.2
H 2.332076 3.922859 -0.878251 0.0 -0.4 0.0
H 2.380679 2.380186 -1.730259 0.0 0.1 0.0
C -1.696230 1.660540 -1.213968 -0.2 0.3 -0.5
H -2.091634 0.708847 -0.789618 -0.1 0.1 -0.1
H -2.172912 2.491510 -0.669807 0.3 -0.6 0.0
H -2.012036 1.734018 -2.269575 0.1 -0.3 0.4
C -1.115455 -1.368524 -2.605750 -0.4 0.0 -0.1
H -2.214370 -1.382387 -2.654185 0.3 -0.1 -0.1
H -0.793839 -0.377131 -2.989708 -0.3 -0.4 0.1
H -0.700671 -2.140657 -3.270370 -0.3 0.4 0.2
O 0.106709 -1.023291 2.950408 -0.5 1.1 -2.7
B -0.253781 0.081334 2.094004 -0.4 -0.2 2.5
O -0.605798 1.204423 2.901184 0.2 -1.2 -2.5
C -0.511663 0.762597 4.175187 0.4 -0.9 1.4
C -0.763725 1.462424 5.330829 0.0 0.1 0.4
C -0.526826 0.793842 6.543881 -0.2 0.5 -0.3
C -0.072524 -0.526314 6.571534 0.1 -0.4 -0.3
C 0.154488 -1.241457 5.384492 0.0 0.1 0.2
C -0.073601 -0.567313 4.202754 -0.2 0.9 1.4
H -1.126491 2.487921 5.265595 0.1 -0.3 0.2
H -0.707879 1.339177 7.470670 0.1 -0.3 -0.2
H 0.114808 -1.028339 7.522296 -0.1 0.2 -0.3
H 0.500032 -2.274046 5.357774 -0.1 0.3 0.2
```
Forces are in eV/Å.

Mulliken atomic charge list, values in e, 6 entries: atom 1 (N): -0.68, atom 2 (C): 0.65, atom 3 (O): -0.39, atom 4 (Ag): 0.60, atom 5 (Nb): 0.96, atom 6 (N): 0.51

Computed, not measured: an isolated molecule of C3H4S2 in a non-equilibrium geometry, with the ωB97M-V functional and the def2-TZVPD basis.

Results
Frontier orbital gap: 8.2 eV
LUMO level: -0.021 hartree
ΔE to the lowest compared entry with this formula, charge and spin: 46.6 kcal/mol
Highest occupied orbital energy: -8.7733 eV
Structure (SMILES): C=CSC=S
Charge: 0

```
9
Properties=species:S:1:pos:R:3:forces:R:3
C 0.674976 -1.219026 1.318296 0.4 7.6 -0.5
C 0.382607 -0.398848 0.175984 1.2 -4.3 5.0
C -0.704990 1.277121 -1.221205 -0.6 2.9 -0.7
H 0.494181 -2.205380 1.235229 -0.5 -3.2 -0.2
H 1.007429 -0.771734 2.387953 -0.6 -1.1 -2.8
H -0.063431 -1.099868 -0.558448 0.5 1.4 -0.4
H -1.346526 0.370838 -1.300970 0.7 0.7 0.0
S 0.502614 1.364414 0.028118 -0.8 -2.4 -0.8
S -0.946860 2.682483 -2.064958 -0.2 -1.5 0.3
```
Forces are in eV/Å.

Mulliken atomic charge list, values in e, 6 entries: atom 1 (C): -0.64, atom 2 (C): -0.04, atom 3 (C): -0.10, atom 4 (H): 0.32, atom 5 (H): 0.17, atom 6 (H): 0.24

Computed, not measured: a structure of composition C10H30F2InO5S5 in a non-equilibrium geometry, with the ωB97M-V functional and the def2-TZVPD basis.

Results
Frontier orbital gap (alpha / beta): 8.1 / 5.6 eV
LUMO level (alpha / beta): 0.004 / -0.073 hartree
Highest occupied orbital energy (alpha / beta): -7.9461 / -7.5337 eV
<S²>: 0.77
Spin multiplicity: 2
Charge: 0

```
53
Properties=species:S:1:pos:R:3:forces:R:3
In -18.414867 1.060722 -24.473764 0.3 0.1 -0.6
F -15.875296 2.446419 -23.998784 -1.4 -0.7 -0.2
F -19.036826 -1.012814 -26.441687 0.2 0.9 1.1
C -21.521337 3.353526 -27.380674 -0.9 -0.3 0.2
S -22.136848 2.047957 -26.162091 1.6 1.2 0.1
O -21.070494 2.065817 -25.068953 -2.0 -0.4 -1.0
C -23.534122 3.100472 -25.523468 1.0 0.1 0.6
H -20.729709 2.964476 -28.021043 -0.1 -0.3 0.3
H -21.164132 4.237645 -26.852613 -0.1 -0.4 0.3
H -22.368180 3.657217 -27.996083 -0.1 -0.2 -0.1
H -23.991240 2.619886 -24.658494 0.1 -0.3 -0.2
H -24.317890 3.428719 -26.206154 0.4 -0.2 -0.3
H -22.955692 3.937553 -25.132545 -0.3 0.3 0.0
C -22.735047 -0.124854 -21.344063 1.0 -0.1 1.3
S -21.361736 -0.472192 -22.500524 1.6 0.1 -0.6
O -20.486207 0.743045 -22.680308 -0.6 -0.1 0.1
C -20.340286 -1.453902 -21.338971 -1.1 0.1 0.8
H -23.518613 0.582276 -21.616253 0.3 -0.3 -0.7
H -22.273421 0.254011 -20.432219 0.1 0.3 0.1
H -23.112516 -1.095448 -21.022215 -0.4 0.0 -0.4
H -19.384550 -1.896036 -21.620389 -0.5 0.0 -1.1
H -21.087866 -2.173865 -21.005996 0.5 -0.5 0.5
H -20.014572 -0.793273 -20.535501 -0.6 0.2 0.2
C -16.406740 -3.839528 -24.631239 -0.7 0.6 -0.2
S -17.597671 -3.133550 -23.405372 0.7 0.7 0.9
O -17.531869 -1.613571 -23.475250 -0.3 -1.2 -0.2
C -19.175739 -3.646121 -24.077307 -0.8 0.4 -1.5
H -16.866589 -3.799010 -25.618658 0.0 -0.2 0.0
H -16.079492 -4.838618 -24.343438 -0.3 0.0 0.1
H -15.540552 -3.178100 -24.649208 -0.1 0.1 0.3
H -20.050945 -3.182114 -23.622539 0.5 0.2 0.8
H -19.395955 -4.712886 -24.117626 0.6 -0.1 0.1
H -19.239081 -3.212262 -25.075227 0.2 -0.1 -0.4
C -18.910723 6.004196 -24.224213 0.1 0.1 -0.5
S -18.423780 4.970442 -25.712680 0.7 -1.5 1.4
O -19.041823 3.564334 -25.641214 0.4 2.2 -0.4
C -19.007217 5.913140 -27.170192 0.2 -0.4 -0.4
H -18.096611 5.990620 -23.499551 0.1 -0.8 -0.2
H -19.828797 5.664126 -23.745041 0.0 0.0 -0.3
H -18.934371 7.058725 -24.498992 -0.4 0.0 -0.4
H -19.449460 6.896909 -27.012951 0.0 -0.2 0.3
H -19.606976 5.305390 -27.847723 -0.3 -0.1 0.4
H -18.060166 5.987534 -27.704669 0.0 0.5 0.0
C -19.791161 2.696508 -20.069208 0.2 -0.1 -0.2
S -19.718356 3.952353 -21.402624 -0.3 -1.0 -1.3
O -19.176880 3.278474 -22.658690 -0.6 0.8 1.8
C -21.565645 4.089337 -21.568670 -0.3 0.3 0.2
H -20.052785 1.760109 -20.561960 -0.2 0.1 -0.1
H -20.515012 2.968414 -19.300963 -0.1 0.1 -0.2
H -18.824673 2.560947 -19.583788 0.1 0.3 -0.3
H -22.107357 3.172090 -21.337760 0.3 -0.2 -0.3
H -21.889639 4.489548 -22.529383 0.6 -0.5 -0.4
H -21.969142 4.851575 -20.902115 0.5 0.0 0.6
```
Forces are in eV/Å.

Mulliken atomic charge list, values in e, 6 entries: atom 1 (In): 1.28, atom 2 (F): -0.60, atom 3 (F): -0.75, atom 4 (C): -0.80, atom 5 (S): 0.28, atom 6 (O): -0.21

Computed, not measured: a structure of composition C3H12FNNb in a non-equilibrium geometry, with the ωB97M-V functional and the def2-TZVPD basis.

Results
Frontier orbital gap: 6.4 eV
LUMO level: 0.096 hartree
ΔE to the lowest compared entry with this formula, charge and spin: 71.7 kcal/mol
Highest occupied orbital energy: -3.8168 eV
Charge: -1

```
18
Properties=species:S:1:pos:R:3:forces:R:3
C 2.410830 1.205664 0.079077 -0.3 -0.4 -0.5
C 2.111592 -0.420986 0.002879 1.8 1.0 -1.2
F 2.728549 -1.080187 1.177079 -0.5 0.8 -1.3
Nb -0.167061 -0.670392 -0.102496 -1.5 0.2 0.6
C -2.471263 -0.691610 -0.237944 -0.8 -1.1 -1.0
N -2.971910 0.611094 0.374460 0.4 0.8 -0.2
H 1.773337 1.654162 0.955862 1.5 -0.7 -1.8
H 2.011803 1.650314 -0.952974 0.7 -0.9 2.3
H 3.546019 1.479790 0.162773 -2.0 -0.6 0.0
H 2.672946 -0.854589 -0.956463 -0.9 0.9 2.1
H -0.047664 -0.325613 -1.887611 0.4 0.0 -0.6
H -0.048467 -2.435071 -0.485783 0.0 -0.6 -0.1
H -0.210954 -1.108149 1.652530 0.2 -0.3 0.6
H -0.302100 1.101952 0.290841 0.0 0.7 0.1
H -2.870694 -0.788353 -1.346660 0.6 0.3 2.2
H -2.951304 -1.609963 0.347914 0.9 1.9 -1.1
H -2.407668 0.867999 1.224557 -0.6 -0.5 -1.3
H -2.805991 1.413938 -0.298038 0.0 -1.5 1.1
```
Forces are in eV/Å.

Mulliken atomic charge list, values in e, 6 entries: atom 1 (C): -0.79, atom 2 (C): -0.15, atom 3 (F): -0.36, atom 4 (Nb): -0.33, atom 5 (C): -0.61, atom 6 (N): -0.65